# 1
The following is a quantum chemistry calculation of a molecular structure, C26H42CuN6O2S4 in a non-equilibrium geometry, from OMol25.

Cartesian coordinates (Å):
Cu 0.15152 0.51109 0.09832
C 0.83697 7.67516 0.82718
C 0.14306 6.35158 0.96660
C 0.85875 5.15740 0.94908
C 0.21181 3.94036 1.09336
C -1.16745 3.91401 1.24748
C -1.90144 5.09191 1.27844
C -1.24222 6.29786 1.13301
S -2.02131 2.38067 1.45785
O -2.81343 2.43262 2.64669
O -2.73888 2.05301 0.24018
N -0.80646 1.26641 1.58798
C -1.15333 0.06424 2.16646
C -1.85156 -0.14554 3.36258
C -2.08056 -1.44376 3.76076
C -1.61471 -2.50733 2.98488
C -0.91838 -2.22201 1.83824
N -0.67916 -0.96505 1.43213
H 1.90936 7.55113 0.69358
H 0.66824 8.28611 1.71481
H 0.43898 8.22427 -0.02699
H 1.93633 5.18431 0.84117
H 0.76052 3.01028 1.11918
H -2.97310 5.06081 1.43376
H -1.80452 7.22286 1.16302
H -2.19592 0.69750 3.93664
H -2.61773 -1.64244 4.67850
H -1.76594 -3.53112 3.29456
H -0.51905 -3.01801 1.21896
C 4.23775 1.66919 1.62976
C 3.91369 0.31220 2.24631
S 2.23830 -0.33746 1.88290
C 2.59820 -1.78518 0.84074
C 3.09852 -1.43006 -0.54436
S 1.86167 -0.44936 -1.47215
C 2.84849 0.95898 -2.07517
C 3.20813 2.01245 -1.03371
S 4.74673 1.62094 -0.11748
H 5.09395 2.09250 2.15461
H 3.40165 2.36045 1.73084
H 3.93563 0.40704 3.33245
H 4.64100 -0.44232 1.95108
H 1.65279 -2.32648 0.78937
H 3.32498 -2.40620 1.36296
H 3.30702 -2.32826 -1.12679
H 3.99711 -0.82215 -0.49402
H 2.22505 1.40376 -2.85124
H 3.73372 0.53942 -2.55231
H 2.39537 2.15921 -0.32387
H 3.39467 2.95706 -1.54426
N -0.22160 1.72867 -1.45085
C -0.97129 2.32794 -2.11577
N -1.62823 2.89390 -3.07437
C -2.91368 3.61691 -2.94065
C -2.72270 5.08276 -3.30754
C -2.12311 5.21894 -4.70792
C -0.81035 4.44023 -4.80105
C -1.02593 2.98091 -4.41930
H -3.28449 3.48431 -1.93466
H -3.61527 3.14735 -3.63674
H -2.06577 5.55726 -2.57282
H -3.69247 5.57885 -3.25341
H -1.94280 6.26895 -4.93657
H -2.83008 4.84017 -5.45156
H -0.07049 4.88287 -4.12874
H -0.40501 4.47966 -5.81284
H -0.09411 2.41651 -4.43314
H -1.72438 2.51387 -5.11986
N -3.15259 -3.29396 -3.15574
C -1.66293 -3.32400 -3.30962
C -1.03808 -2.63413 -2.06332
N -1.86905 -1.46969 -1.72301
H -3.66210 -3.21501 -4.02978
H -3.21557 -2.37749 -2.49177
H -3.50165 -4.10536 -2.65059
H -1.39556 -2.77601 -4.21106
H -1.30716 -4.34527 -3.40782
H -0.00174 -2.37168 -2.25856
H -1.07046 -3.33026 -1.22408
H -1.83923 -1.23606 -0.73327
H -1.60971 -0.63408 -2.24107

Forces on atoms 1 to 2 (eV/Å):
0.809 -0.261 -0.374
-0.073 -0.015 0.016

* net charge: +2
* 2S+1: 2
* HOMO level (alpha / beta): -13.3 / -13.3 eV
* HOMO-LUMO gap (alpha / beta): 8.4 / 6.6 eV
* energy: -4727.66695 a.u.

# 2
The following is a quantum chemistry calculation of 2 unconnected molecules or ions with the total composition C17H27ClO4Si2 in a non-equilibrium geometry, from OMol25.

Cartesian coordinates (Å):
C -3.82609 7.97179 1.34541
C -3.27295 6.90223 1.15694
C -2.44531 5.58931 0.93779
C -3.26926 4.50640 0.09292
C -3.81860 3.36266 1.06245
Si -3.21086 1.60286 0.65778
O -1.84971 1.66714 -0.45730
Si -1.78815 0.03303 -1.08499
Cl -2.42804 0.12282 -3.09155
C -0.05583 -0.73307 -0.82460
C 0.41433 -1.62950 -2.03940
C 0.46756 -3.11770 -1.83828
C 0.88079 -3.92862 -3.04760
C 1.21824 -3.24160 -4.32717
C 1.64259 -4.06707 -5.62969
C 1.18129 -1.73927 -4.50250
C 0.76900 -0.93978 -3.31435
H -4.24736 8.95617 1.66392
H -1.48297 5.88510 0.40882
H -2.19640 5.19370 1.97043
H -4.17014 5.01945 -0.35534
H -2.63198 4.13736 -0.76035
H -4.95572 3.33732 0.96722
H -3.56433 3.55360 2.15653
H -4.29774 0.82001 0.02495
H -2.68172 0.91330 1.85482
H -2.74090 -0.80207 -0.32708
H 0.72635 0.05008 -0.55658
H -0.14466 -1.43766 0.07012
H 0.20993 -3.59205 -0.84292
H 0.92299 -5.04580 -2.91732
H 1.40286 -5.15483 -5.43160
H 1.03272 -3.72417 -6.51743
H 2.75276 -3.88102 -5.76995
H 1.42393 -1.24645 -5.47895
H 0.69601 0.17762 -3.38970
C 4.10500 -3.67861 3.61257
C 4.62306 -2.27721 3.35564
O 3.72966 -1.54821 2.50430
C 2.64432 -1.04320 3.10441
O 2.36788 -1.14045 4.27395
O 1.90165 -0.42779 2.17161
C 0.66514 0.08899 2.66253
H 3.89529 -4.18882 2.66957
H 4.83409 -4.26180 4.17796
H 3.17100 -3.65559 4.17747
H 5.57837 -2.33240 2.83071
H 4.79879 -1.73516 4.28799
H 0.82076 0.72696 3.53344
H -0.01038 -0.73426 2.90190
H 0.21270 0.68624 1.87051

Forces on atoms 1 to 2 (eV/Å):
0.310 -0.165 0.464
0.682 -0.304 -0.001

* HOMO level: -8.5 eV
* HOMO-LUMO gap: 9.1 eV
* energy: -2004.08150 a.u.

# 3
The following is a quantum chemistry calculation of 3 unconnected molecules or ions with the total composition C3H11NO3 in a non-equilibrium geometry, from OMol25.

Cartesian coordinates (Å):
C 2.77150 -0.49053 -0.68627
O 1.93831 0.21655 -0.16660
H 3.21998 -1.33895 -0.14651
H 3.40500 -0.11390 -1.50370
C -1.48727 0.60972 2.22092
O -0.91131 -0.59863 1.78669
O 0.47231 -0.61532 2.09294
H -1.05854 1.46369 1.68738
H -1.36020 0.74756 3.29654
H -2.54525 0.51282 1.98188
H 0.90803 -0.30645 1.26609
C -0.98043 0.42910 -2.00864
N -0.21458 -0.48541 -1.18427
H -0.96283 1.40802 -1.53458
H -2.03117 0.14364 -2.15537
H -0.50745 0.51099 -2.98486
H -0.71139 -0.69059 -0.31995
H 0.05529 -1.40231 -1.64170

Forces on atoms 1 to 2 (eV/Å):
1.307 1.559 1.629
0.781 -0.514 -0.434

* relative energy (zero: lowest compared OMol25 entry of this formula, charge and spin): 5.664 eV
* HOMO level: -8.7 eV
* HOMO-LUMO gap: 9.1 eV
* energy: -401.20490 a.u.
* SMILES string: C=O.COO.CN

# 4
The following is a quantum chemistry calculation of a molecular structure, C3H9N4S in a non-equilibrium geometry, from OMol25.

Cartesian coordinates (Å):
C 0.44949 1.92513 -1.14363
C 0.32124 0.33977 -1.15879
C 0.24662 -1.39816 0.93180
N -0.88997 2.42026 -1.24382
N -0.87877 0.03885 -1.65584
N 0.20969 0.06147 0.74258
N -1.07601 0.57452 0.90895
S -1.93234 1.32509 -1.25733
H 1.03144 2.23194 -1.93493
H 1.19348 -0.18888 -1.57965
H -0.23537 -1.55962 1.84662
H -0.22204 -1.98074 0.15818
H 1.33797 -1.49461 1.03366
H -1.07096 -0.63886 -2.35875
H -1.20671 1.43441 1.46348
H 0.90206 2.24705 -0.29055
H -1.71687 -0.03651 1.29380

Forces on atoms 1 to 2 (eV/Å):
-1.628 -3.157 -0.842
2.602 1.493 2.424

* relative energy (zero: lowest compared OMol25 entry of this formula, charge and spin): 5.127 eV
* net charge: +1
* HOMO level (alpha / beta): -12.9 / -12.9 eV
* HOMO-LUMO gap (alpha / beta): 7.2 / 7.2 eV
* energy: -736.50210 a.u.

> Number 3 is which compound?

C3H11NO3

> energy of number 4 (C3H9N4S)?

-736.50210 a.u.

> Among the records above, which one has the lowest energy?

C26H42CuN6O2S4